Below is a molecular structure, C24H28Cl3CoN6O2S, with properties calculated with wB97M-V/def2-TZVPD.

Output
* E_HOMO (alpha / beta): -9.03 / -9.03 eV
* 2S+1: 2
* LUMO (alpha / beta): -3.7 / -3.7 eV
* <S²>: 0.758
* ΔE to the lowest compared entry with this formula, charge and spin: 0.0 kcal/mol
* charge: +1
* HOMO-LUMO gap (alpha / beta): 5.325 / 5.318 eV

Element x y z (Å)
Co 0.414 0.451 -0.097
C 1.501 -0.669 3.820
C 0.845 -0.289 2.534
N 1.472 -0.021 1.450
C 2.912 -0.025 1.258
C 3.210 0.992 0.155
N 2.253 0.894 -0.978
C 2.621 -0.073 -2.038
C 2.013 -1.443 -1.777
N 0.589 -1.294 -1.517
C -0.243 -1.026 -2.709
C -0.838 0.396 -2.691
N -1.141 0.639 -1.291
C -2.269 0.288 -0.782
C -3.510 0.002 -1.558
C -2.221 0.129 0.699
C -3.265 -0.029 1.606
C -2.946 -0.292 2.924
C -1.617 -0.423 3.326
C -0.633 -0.197 2.383
N -0.968 0.128 1.133
H 2.298 -1.391 3.646
H 0.791 -1.105 4.516
H 1.944 0.213 4.290
H 3.220 -1.031 0.965
H 3.462 0.238 2.164
H 4.241 0.886 -0.190
H 3.101 1.993 0.573
H 2.199 1.816 -1.395
H 3.707 -0.141 -2.149
H 2.226 0.317 -2.978
H 2.471 -1.913 -0.905
H 2.227 -2.092 -2.634
H 0.172 -2.106 -1.049
H -1.072 -1.735 -2.688
H 0.321 -1.191 -3.631
H -1.710 0.445 -3.343
H -0.121 1.147 -3.024
H -3.714 0.806 -2.265
H -4.370 -0.125 -0.906
H -3.398 -0.935 -2.110
H -4.295 0.009 1.283
H -3.737 -0.439 3.647
H -1.376 -0.693 4.344
Cl -2.100 4.889 1.973
C -0.500 4.322 2.444
Cl 0.626 5.666 2.618
Cl -0.592 3.389 3.950
C 0.000 3.420 1.401
N 0.369 2.677 0.611
O -7.381 -4.470 -3.522
C -7.240 -3.726 -2.400
O -8.197 -3.196 -1.909
C -5.860 -3.593 -1.849
C -4.708 -3.754 -2.613
C -3.454 -3.552 -2.057
C -3.306 -3.182 -0.713
S -1.760 -2.779 -0.019
C -4.478 -3.080 0.058
C -5.726 -3.259 -0.502
H -6.569 -4.956 -3.705
H -4.771 -4.002 -3.667
H -2.569 -3.687 -2.667
H -4.384 -2.850 1.113
H -6.624 -3.147 0.093

Atom-resolved charges from Mulliken, all expressed in e: -0.214 -1.953 0.718 0.547 -0.430 -1.271 -0.030 -0.716 -0.898 -0.097 -0.107 -1.047 0.010 1.102 -2.047 0.938 -1.030 -0.796 -0.895 0.376 0.821 0.428 0.489 0.345 0.254 0.621 0.410 0.448 0.293 0.412 0.411 0.302 0.532 -0.061 -0.169 0.478 0.537 0.315 0.509 0.367 0.299 0.500 0.519 0.426 -0.071 0.752 -0.079 -0.083 -0.236 -0.250 -0.478 0.630 -0.552 0.702 -0.650 -0.897 0.098 -0.289 -0.515 -0.720 0.314 0.290 0.407 0.545 0.435

Below is a molecular structure, C24H28Cl5MgNSb2, with properties calculated with wB97M-V/def2-TZVPD.

Output
* E_HOMO: -7.00 eV
* LUMO: 0.2 eV
* charge: 0
* HOMO-LUMO gap: 7.158 eV

Element x y z (Å)
Mg -0.948 0.263 -1.181
C 3.791 -1.474 -1.939
Sb 2.136 -0.292 -1.330
C 2.847 1.509 -2.232
C 2.820 0.198 0.668
C 2.911 -0.986 1.600
C 3.975 -1.878 1.444
C 4.120 -2.998 2.243
C 3.190 -3.246 3.243
C 2.145 -2.358 3.429
C 1.987 -1.224 2.629
C 0.820 -0.316 2.899
Sb -0.766 -0.666 1.513
C -1.111 -2.693 2.031
C -2.421 0.191 2.531
H 4.703 -0.941 -1.669
H 3.748 -1.596 -3.021
H 3.774 -2.454 -1.469
H 3.924 1.574 -2.074
H 2.354 2.365 -1.774
H 2.636 1.508 -3.301
H 2.169 0.993 1.030
H 3.807 0.635 0.502
H 4.714 -1.676 0.677
H 4.958 -3.666 2.093
H 3.287 -4.112 3.883
H 1.430 -2.537 4.224
H 1.083 0.741 2.845
H 0.401 -0.516 3.886
H -1.256 -2.755 3.109
H -0.267 -3.315 1.738
H -2.011 -3.033 1.519
H -2.486 -0.226 3.535
H -3.319 -0.054 1.960
H -2.319 1.274 2.582
C -4.021 1.892 -0.740
C -4.013 0.411 -0.948
C -5.063 -0.474 -0.893
C -4.530 -1.771 -1.157
C -3.183 -1.598 -1.355
C -2.127 -2.607 -1.684
N -2.850 -0.262 -1.240
H -5.008 2.220 -0.413
H -3.777 2.443 -1.654
H -3.304 2.210 0.025
H -6.093 -0.218 -0.691
H -5.067 -2.706 -1.205
H -2.559 -3.603 -1.792
H -1.348 -2.692 -0.914
H -1.622 -2.389 -2.633
Cl 0.005 3.103 1.302
C -0.158 3.394 -0.428
C -0.381 2.315 -1.255
C -0.456 2.619 -2.601
Cl -0.713 1.232 -3.699
C -0.336 3.889 -3.148
Cl -0.434 4.151 -4.844
C -0.115 4.947 -2.268
Cl 0.063 6.545 -2.874
C -0.022 4.701 -0.895
Cl 0.277 6.007 0.183

Atom-resolved charges from Mulliken, all expressed in e: 0.356 -1.329 0.686 -1.342 -1.257 0.877 -0.506 -0.809 -0.664 -0.715 0.613 -1.519 0.287 -1.493 -1.225 0.389 0.383 0.355 0.484 0.343 0.377 0.202 0.683 0.443 0.405 0.404 0.368 0.559 0.675 0.484 0.413 0.437 0.471 0.356 0.330 -1.105 0.292 -0.823 -0.929 0.734 -1.226 0.344 0.394 0.214 0.110 0.444 0.439 0.345 0.148 0.270 -0.239 0.660 -0.841 1.274 -0.223 -0.587 -0.186 0.573 -0.192 -0.220 -0.189

Below is a molecular structure, C24H28CsGeN3O11S at a distorted geometry, with properties calculated with wB97M-V/def2-TZVPD.

Output
* E_HOMO: 0.47 eV
* LUMO: 3.1 eV
* ΔE to the lowest compared entry with this formula, charge and spin: 105.4 kcal/mol
* charge: -2
* HOMO-LUMO gap: 2.635 eV

Element x y z (Å)
Cs -1.195 0.882 -0.023
O 1.382 -0.036 2.437
C 0.302 0.190 3.137
O -0.601 -0.599 3.332
C 0.268 1.570 3.733
C -0.162 1.747 5.057
C -0.246 3.057 5.535
C 0.045 4.097 4.688
C 0.457 3.822 3.356
N 0.586 2.551 2.920
C 0.767 4.870 2.397
O 0.224 6.115 2.695
O 1.477 4.765 1.419
H 1.289 -0.821 1.772
H -0.390 0.889 5.669
H -0.558 3.253 6.554
H 0.011 5.115 5.054
H -0.487 6.006 3.337
C 0.176 0.550 -4.243
C -1.156 1.040 -3.819
N -1.474 1.515 -2.647
C -2.805 1.777 -2.650
C -3.322 1.470 -3.893
N -2.236 1.030 -4.643
C -4.619 1.651 -4.522
O -4.512 2.208 -5.790
O -5.696 1.339 -4.105
C -3.502 2.471 -1.462
O -4.072 3.526 -1.743
O -3.388 1.896 -0.367
H 0.787 0.381 -3.359
H 0.675 1.276 -4.888
H 0.061 -0.385 -4.789
H -2.297 0.615 -5.559
H -3.669 2.672 -5.855
C 7.187 1.470 0.943
C 5.818 0.901 0.686
C 4.698 1.719 0.628
C 3.456 1.203 0.295
C 3.336 -0.143 0.015
C 4.429 -0.981 0.125
C 5.666 -0.464 0.463
S 1.781 -0.841 -0.592
O 2.145 -1.626 -1.757
O 1.276 -1.669 0.523
O 0.930 0.299 -0.895
H 7.162 2.558 0.910
H 7.889 1.115 0.187
H 7.562 1.163 1.921
H 4.793 2.777 0.826
H 2.586 1.839 0.235
H 4.290 -2.030 -0.081
H 6.526 -1.115 0.533
C -1.733 -5.451 1.343
Ge -2.628 -4.674 -0.300
C -2.397 -6.120 -1.682
C -4.579 -4.642 0.152
C -2.111 -3.011 -1.034
H -2.044 -6.477 1.530
H -1.973 -4.850 2.215
H -0.655 -5.435 1.216
H -2.681 -7.105 -1.318
H -1.358 -6.165 -1.996
H -3.000 -5.895 -2.557
H -5.014 -5.635 0.246
H -5.118 -4.105 -0.624
H -4.739 -4.114 1.089
H -2.532 -2.110 -0.607
H -1.091 -2.891 -1.370

Atom-resolved charges from Mulliken, all expressed in e: 1.240 -0.296 -0.025 -0.571 0.674 -0.536 -0.631 -0.654 0.502 -0.003 0.467 -0.497 -0.487 0.460 0.492 0.415 0.402 0.330 -0.860 0.069 -0.577 0.781 -0.046 -0.085 0.534 -0.522 -0.546 0.296 -0.722 -0.760 -0.049 0.292 0.343 0.254 0.351 -1.473 1.204 -0.927 -0.245 -0.277 -0.624 -0.742 1.314 -0.747 -0.756 -0.571 0.337 0.345 0.299 0.349 0.602 0.432 0.346 -1.275 0.179 -1.207 -1.167 -0.424 0.360 0.314 0.326 0.353 0.318 0.355 0.355 0.322 0.321 -0.108 0.079

Below is a molecular structure, C24H28CuN4O2, with properties calculated with wB97M-V/def2-TZVPD.

Output
* E_HOMO (alpha / beta): -13.67 / -13.66 eV
* 2S+1: 2
* LUMO (alpha / beta): -6.2 / -6.3 eV
* <S²>: 0.753
* charge: +2
* HOMO-LUMO gap (alpha / beta): 7.488 / 7.340 eV

Element x y z (Å)
Cu -1.696 -0.171 0.537
C -0.825 -4.642 -4.841
C -0.673 -3.608 -3.764
C 0.495 -2.928 -3.538
C 0.628 -1.899 -2.569
C 1.955 -1.415 -2.436
N 2.486 -0.317 -1.961
C 1.921 1.017 -1.706
C 2.968 1.847 -0.960
C 2.839 3.359 -1.147
N 1.453 3.855 -1.050
C 0.569 3.547 -0.152
C 0.806 2.902 1.100
C 1.851 3.228 1.983
C 1.902 2.693 3.253
C 2.977 3.054 4.238
C 0.870 1.812 3.619
C -0.148 1.423 2.765
C -1.202 0.542 3.253
N -2.030 -0.086 2.509
C -3.134 -0.809 3.161
C -3.522 -2.087 2.437
C -4.014 -1.873 1.010
N -2.882 -1.626 0.104
C -2.749 -2.369 -0.928
C -1.641 -2.377 -1.865
C -1.717 -3.324 -2.876
C -0.467 -1.571 -1.706
O -0.351 -0.683 -0.792
C -0.188 1.958 1.450
O -1.043 1.616 0.545
H 0.130 -4.856 -5.317
H -1.216 -5.576 -4.438
H -1.514 -4.302 -5.614
H 1.364 -3.173 -4.141
H 2.716 -2.096 -2.809
H 3.498 -0.326 -1.974
H 1.683 1.450 -2.683
H 0.995 0.906 -1.145
H 2.964 1.573 0.094
H 3.970 1.615 -1.334
H 3.475 3.896 -0.446
H 3.164 3.637 -2.149
H 1.125 4.397 -1.839
H -0.456 3.800 -0.407
H 2.592 3.963 1.690
H 3.658 3.797 3.825
H 2.548 3.470 5.150
H 3.563 2.179 4.518
H 0.874 1.412 4.629
H -1.292 0.447 4.337
H -2.867 -1.024 4.198
H -3.989 -0.127 3.177
H -2.692 -2.798 2.439
H -4.328 -2.551 3.009
H -4.569 -2.746 0.662
H -4.684 -1.011 0.964
H -3.521 -3.117 -1.116
H -2.630 -3.907 -2.951

Atom-resolved charges from Mulliken, all expressed in e: -0.345 -1.572 -0.088 -0.710 0.690 -0.427 -0.011 0.228 -0.436 -1.111 0.004 -0.595 0.154 -0.211 0.258 -1.622 -0.755 -0.002 0.317 -0.122 -0.499 -0.971 -0.553 0.154 0.119 0.028 -0.436 1.200 -0.903 1.559 -1.406 0.381 0.385 0.337 0.328 0.448 0.308 0.186 -0.242 0.286 0.547 0.306 0.525 0.321 0.499 0.468 0.372 0.397 0.358 0.483 0.397 0.531 0.300 0.292 0.401 0.395 0.356 0.250 0.450

no.,calculated total energy (Ha)
1,-4571.71556
2,-3967.64703
3,-4418.56543
4,-2940.84551